a) Computed, not measured: the molecule C9H13NO2, with ωB97M-V/def2-TZVPD.

Calculated values
Frontier orbital gap in Ha: 0.326
HOMO level in Eh: -0.2998
Total charge: 0

Each line ends with the Mulliken charge.
Element x y z (Å)
1 C -2.341 -1.024 0.284  0.374
2 C -1.244 1.082 0.289  0.243
3 C 1.948 -1.002 -0.395  -0.701
4 C 1.847 0.518 -0.422  -0.588
5 C 0.538 -1.602 -0.328  -0.646
6 C 1.204 1.035 0.862  -1.071
7 C -0.170 -1.100 0.895  -0.615
8 C -0.168 0.382 1.114  0.473
9 C -3.511 0.890 -0.646  -1.030
10 N -2.354 0.280 -0.003  0.094
11 O -3.112 -1.924 0.190  -0.516
12 O -1.218 2.241 -0.029  -0.610
13 H 2.463 -1.365 -1.287  0.367
14 H 2.522 -1.319 0.478  0.361
15 H 2.841 0.959 -0.528  0.334
16 H 1.252 0.831 -1.283  0.305
17 H 0.002 -1.302 -1.235  0.284
18 H 0.584 -2.692 -0.313  0.367
19 H 1.859 0.810 1.706  0.416
20 H 1.073 2.116 0.806  0.383
21 H -0.153 -1.731 1.769  0.402
22 H -0.462 0.595 2.152  0.351
23 H -4.420 0.535 -0.163  0.333
24 H -3.537 0.623 -1.704  0.326
25 H -3.422 1.970 -0.546  0.363


b) Computed, not measured: a cluster of 2 separate species, C9H13NO2 in total, with ωB97M-V/def2-TZVPD.

Calculated values
Frontier orbital gap in Ha: 0.333
HOMO level in Eh: -0.3050
SMILES: Cc1ccc(O)cc1.CC(N)=O
Total charge: 0

Each line ends with the Mulliken charge.
Element x y z (Å)
1 C -0.824 -4.417 1.066  -0.892
2 C 0.081 -3.666 0.126  0.565
3 O -0.201 -2.560 -0.297  -0.600
4 N 1.214 -4.291 -0.290  -0.382
5 H -0.887 -3.791 1.962  0.261
6 H -0.575 -5.433 1.345  0.342
7 H 1.759 -3.807 -0.990  0.234
8 H 1.522 -5.176 0.066  0.183
9 H -1.790 -4.239 0.640  0.267
10 C -2.421 3.217 1.012  -1.390
11 C 1.109 1.524 -0.712  0.104
12 C 1.103 2.864 -0.339  -0.294
13 C -0.002 0.733 -0.518  -0.422
14 C -0.011 3.410 0.269  -0.702
15 C -1.146 1.285 0.051  -0.654
16 C -1.165 2.633 0.400  0.857
17 O 2.249 0.991 -1.275  -0.564
18 H 3.000 1.000 -0.674  0.323
19 H 1.953 3.465 -0.622  0.419
20 H 0.017 -0.274 -0.867  0.573
21 H -0.096 4.441 0.599  0.334
22 H -2.014 0.706 0.338  0.403
23 H -2.447 4.301 0.847  0.378
24 H -2.469 3.015 2.080  0.279
25 H -3.319 2.854 0.534  0.379


Pick b): it beats the second-best structure by 102.2 kJ/mol.


a) Computed, not measured: the ion C5H12N2O with charge +1, with ωB97M-V/def2-TZVPD.

Calculated values
Expectation value of S²: 1.622
Frontier orbital gap (spin up / spin down) in Ha: 0.320 / 0.218
Multiplicity: 2
HOMO level (spin up / spin down) in Eh: -0.5405 / -0.5188
Total charge: +1

Each line ends with the Mulliken charge.
Element x y z (Å)
1 N -2.269 -0.741 -0.620  -0.711
2 C -1.653 0.414 -0.048  0.449
3 C -1.789 0.335 1.483  -1.325
4 C -0.144 0.440 -0.474  -0.080
5 N 0.348 -0.951 -0.223  -0.102
6 C 1.711 -0.980 -0.512  -0.295
7 C 2.475 0.183 -0.091  -0.740
8 O 0.513 1.390 0.256  -0.521
9 H -2.690 -0.535 -1.534  0.258
10 H -2.027 1.358 -0.376  0.503
11 H -0.033 0.641 -1.545  0.361
12 H -2.834 0.446 1.783  0.387
13 H -1.377 -0.584 1.872  0.312
14 H -1.265 1.192 1.908  0.382
15 H -0.481 -1.404 -0.610  0.345
16 H 2.148 -1.841 0.040  0.340
17 H 1.804 -1.242 -1.570  0.367
18 H 2.813 0.194 0.953  0.378
19 H 1.467 1.253 0.091  0.353
20 H 3.285 0.432 -0.783  0.340


b) Computed, not measured: the ion C5H12N2O with charge +1, with ωB97M-V/def2-TZVPD.

Calculated values
Expectation value of S²: 0.755
Frontier orbital gap (spin up / spin down) in Ha: 0.410 / 0.223
Multiplicity: 2
HOMO level (spin up / spin down) in Eh: -0.5290 / -0.5198
Total charge: +1

Each line ends with the Mulliken charge.
Element x y z (Å)
1 C -0.971 0.934 -1.083  -0.574
2 N 0.326 1.104 -0.439  0.011
3 C 1.368 0.182 -0.780  -0.398
4 C 2.169 -0.187 0.486  -0.798
5 C 1.290 -0.976 1.436  0.091
6 O 0.699 -0.432 2.328  -0.447
7 C -1.699 -0.339 -0.579  -0.565
8 N -2.269 -0.467 0.724  -0.472
9 H -0.985 1.094 -2.158  0.326
10 H -1.509 1.782 -0.658  0.351
11 H 0.230 1.330 0.545  0.406
12 H 1.976 0.281 -1.675  0.460
13 H 0.912 -0.788 -1.052  0.177
14 H 3.204 -0.506 0.411  0.474
15 H 2.350 0.803 0.943  0.321
16 H 1.224 -2.049 1.176  0.355
17 H -1.218 -1.231 -0.973  0.356
18 H -2.636 -0.450 -1.174  0.394
19 H -1.656 -0.437 1.532  0.236
20 H -2.803 0.351 0.992  0.296


Pick b): it beats the second-best structure by 363.1 kJ/mol.


a) Computed, not measured: a structure of composition C6H6O, with ωB97M-V/def2-TZVPD.

Calculated values
Frontier orbital gap (spin up / spin down) in Ha: 0.289 / 0.289
HOMO level (spin up / spin down) in Eh: -0.2995 / -0.2995
Total charge: 0

Each line ends with the Mulliken charge.
Element x y z (Å)
1 O -0.916 -1.729 0.421  -0.436
2 C -0.614 -0.591 1.157  -0.140
3 C 1.144 -0.767 -0.240  -0.510
4 C 1.402 0.643 -0.582  -0.445
5 C 0.270 1.348 -0.358  -0.369
6 C -0.827 0.393 -0.040  -0.180
7 C -0.306 -0.954 -0.644  -0.199
8 H -1.057 -0.554 2.165  0.397
9 H 0.731 -0.742 1.082  0.149
10 H 2.383 1.067 -0.776  0.424
11 H 0.173 2.432 -0.337  0.404
12 H -1.857 0.743 -0.189  0.391
13 H -0.527 -1.288 -1.659  0.513


b) Computed, not measured: the molecule C6H6O, with ωB97M-V/def2-TZVPD.

Calculated values
Frontier orbital gap in Ha: 0.307
HOMO level in Eh: -0.3020
Total charge: 0

Each line ends with the Mulliken charge.
Element x y z (Å)
1 C 0.567 -1.187 0.295  -0.433
2 C -0.748 -1.421 0.020  -0.528
3 C 0.912 0.209 0.282  0.154
4 C 2.058 0.919 0.241  -0.677
5 C -1.604 -0.259 -0.215  -0.114
6 C -1.007 1.087 -0.300  -0.015
7 O -1.864 0.936 0.673  -0.392
8 H 1.426 -1.838 0.387  0.387
9 H -1.351 -2.283 0.144  0.398
10 H 1.918 2.044 0.027  0.190
11 H 3.057 0.530 0.088  0.302
12 H -2.605 -0.507 -0.550  0.354
13 H -0.759 1.770 -1.091  0.373


c) Computed, not measured: the molecule C6H6O, with ωB97M-V/def2-TZVPD.

Calculated values
Frontier orbital gap in Ha: 0.343
HOMO level in Eh: -0.3292
SMILES: O=CC1=CCC=C1
Total charge: 0

Each line ends with the Mulliken charge.
Element x y z (Å)
1 C -1.157 0.854 -1.747  0.012
2 C -0.361 0.382 -0.608  0.586
3 C -0.747 0.353 0.643  -0.778
4 C 0.227 -0.399 1.505  -0.179
5 C 1.347 -0.651 0.579  -0.461
6 C 1.025 -0.170 -0.709  -0.629
7 H -2.105 1.405 -1.392  0.228
8 H -1.651 0.661 1.111  0.403
9 H 0.601 0.027 2.562  0.306
10 H -0.242 -1.471 1.704  0.201
11 H 2.229 -1.275 0.806  0.353
12 H 1.540 -0.403 -1.597  0.449
13 O -0.707 0.689 -2.857  -0.490


Pick c): it beats the second-best structure by 378.0 kJ/mol.


a) Computed, not measured: the molecule C6H6O, with ωB97M-V/def2-TZVPD.

Calculated values
Frontier orbital gap in Ha: 0.404
HOMO level in Eh: -0.3704
SMILES: C#CC[C@H](O)C#C
Total charge: 0

Each line ends with the Mulliken charge.
Element x y z (Å)
1 O -0.264 -0.916 1.923  -0.550
2 C 0.357 -1.002 0.658  -0.018
3 C -0.649 -0.871 -0.514  -0.658
4 C -1.029 0.498 -0.872  -0.460
5 C -1.354 1.599 -1.237  0.086
6 C 1.395 0.023 0.469  -0.649
7 C 2.024 1.009 0.185  0.164
8 H -0.451 0.016 2.097  0.362
9 H 0.780 -2.012 0.619  0.330
10 H -1.545 -1.437 -0.244  0.297
11 H -0.206 -1.342 -1.399  0.304
12 H -1.658 2.564 -1.577  0.395
13 H 2.545 1.894 -0.104  0.397


b) Computed, not measured: the molecule C6H6O, with ωB97M-V/def2-TZVPD.

Calculated values
Frontier orbital gap in Ha: 0.385
HOMO level in Eh: -0.3490
SMILES: C#CC[C@H](O)C#C
Total charge: 0

Each line ends with the Mulliken charge.
Element x y z (Å)
1 O -0.241 -0.930 2.007  -0.527
2 C 0.355 -1.041 0.739  -0.019
3 C -0.822 -0.968 -0.736  -0.658
4 C -0.995 0.434 -1.026  -0.192
5 C -0.807 1.628 -1.059  -0.206
6 C 1.286 0.044 0.502  -0.532
7 C 1.671 1.119 0.105  -0.017
8 H -0.377 0.007 2.219  0.366
9 H 0.828 -2.029 0.739  0.296
10 H -1.768 -1.449 -0.451  0.304
11 H -0.486 -1.469 -1.674  0.319
12 H -0.887 2.680 -1.191  0.428
13 H 2.242 1.974 -0.174  0.437


Pick a): it beats the second-best structure by 117.6 kJ/mol.


a) Computed, not measured: a structure of composition C6H9NO, with ωB97M-V/def2-TZVPD.

Calculated values
Frontier orbital gap in Ha: 0.362
HOMO level in Eh: -0.3276
Total charge: 0

Each line ends with the Mulliken charge.
Element x y z (Å)
1 C 2.001 0.650 0.476  -0.469
2 C 0.506 -0.701 -0.037  0.024
3 C -1.031 -0.932 -0.159  -0.285
4 C -1.535 -0.279 0.960  -0.625
5 C -1.144 0.991 0.159  -0.160
6 C 0.566 0.858 -0.154  -0.154
7 H 2.155 0.151 1.589  0.291
8 H 2.947 1.261 0.090  0.247
9 H 2.583 -1.252 0.069  0.290
10 H 0.500 -0.978 1.063  0.170
11 H -1.589 -1.798 -0.342  0.572
12 H -1.416 -0.405 2.119  0.229
13 H -2.589 -0.223 0.886  0.309
14 H -1.656 1.968 0.084  0.403
15 H 0.616 1.463 -1.127  0.230
16 N 2.037 -0.713 -0.517  -0.634
17 O -1.499 0.160 -1.036  -0.438


b) Computed, not measured: the molecule C6H9NO, with ωB97M-V/def2-TZVPD.

Calculated values
Frontier orbital gap in Ha: 0.357
HOMO level in Eh: -0.3323
SMILES: O=C[C@@H]1NC[C@H]2C[C@@H]21
Total charge: 0

Each line ends with the Mulliken charge.
Element x y z (Å)
1 C -1.660 -0.203 0.123  -0.143
2 C -0.632 0.195 0.794  0.347
3 C 0.938 1.453 -0.795  -0.244
4 C 1.117 -0.103 -0.507  -0.110
5 C 1.659 -1.454 0.043  -0.615
6 C 0.691 -0.472 0.877  -0.422
7 H -2.579 0.488 0.333  0.244
8 H -0.742 0.014 2.013  0.217
9 H -1.340 2.097 0.263  0.312
10 H 0.419 1.500 -1.950  0.253
11 H 1.635 2.438 -0.379  0.249
12 H 0.314 -0.486 -1.193  0.077
13 H 2.760 -1.355 0.353  0.220
14 H 1.494 -2.300 -0.550  0.359
15 H 1.471 0.159 1.645  0.183
16 N -0.258 1.485 0.308  -0.357
17 O -1.788 -1.181 -0.738  -0.570


Pick a): it beats the second-best structure by 145.3 kJ/mol.